20
Properties=species:S:1:pos:R:3:forces:R:3 method="wB97M-V/def2-TZVPD" de_lowest_ev=4.3619 lumo_ha=0.0331 gap_ev=9.48 total_energy_ev=-17716.8889
C -1.575984 -0.924145 0.171062 -1.300 -1.015 -3.247
N -0.679321 0.665800 -0.196342 -2.236 -0.995 0.501
C 0.556739 0.273156 -0.760275 1.608 -1.617 -0.491
C 1.684840 0.071918 0.302948 -1.921 0.161 0.233
S 3.394052 -0.000949 -0.165505 0.551 -0.359 -0.549
C -3.040050 -0.592744 -0.099577 -0.857 0.024 0.843
C -3.546013 0.597679 0.751525 1.598 0.566 -0.578
H -1.350264 -1.616564 0.989059 0.134 0.679 0.455
H -1.246201 -1.405285 -0.745526 0.387 -0.168 0.295
H -1.095696 0.137615 0.695451 2.085 1.979 0.889
H 0.489493 -0.644895 -1.392964 -0.022 0.311 0.306
H 0.831302 1.026080 -1.514722 -0.034 0.252 0.570
H 1.444223 -0.804224 0.922493 -0.011 0.164 -0.196
H 1.454457 0.938055 0.934522 0.938 -0.055 0.218
H 3.412639 -1.266083 -0.690929 -0.158 0.681 0.298
H -3.141477 -0.390276 -1.169070 -0.051 0.084 0.206
H -3.663481 -1.466357 0.130052 0.218 -0.096 -0.094
H -4.609708 0.791195 0.831340 -0.137 -0.587 0.132
H -3.125643 1.489074 0.275282 -0.085 0.051 0.095
H -3.019496 0.568116 1.717363 -0.709 -0.060 0.112